102
Properties=species:S:1:pos:R:3:forces:R:3:lowdin_charge:R:1 method="wB97M-V/def2-TZVPD" homo_ev="-5.83 / -7.21" de_lowest_kcal_mol=2.5 orbital_gap_ev="6.08 / 7.30" max_force_ha_per_bohr=0.0113 e_lumo_ev="0.249 / 0.092" charge=0 spin_multiplicity=3
Ti 0.1280 -0.5635 -0.8177 0.1 0.3 0.5 0.873
C -1.3625 3.8995 0.7379 0.0 0.1 0.0 -0.507
C -1.0606 3.5195 -0.7023 -0.1 0.0 -0.1 -0.507
S 0.4071 2.5232 -1.0549 0.0 -0.1 0.0 0.876
C 1.7242 3.3689 -0.1688 0.1 0.0 0.1 -0.486
C 1.8924 3.0716 1.3378 0.0 0.0 -0.1 -0.484
S 1.4798 1.3706 1.7995 0.0 0.0 0.0 0.888
C 0.3885 1.5584 3.2347 0.0 -0.1 0.0 -0.504
C -0.7061 2.6163 3.1878 0.0 0.1 0.1 -0.522
S -1.8516 2.5072 1.7936 0.0 0.0 0.0 0.930
H -2.1964 4.6041 0.7171 0.0 0.0 0.0 0.074
H -0.5272 4.4276 1.1932 0.0 0.0 0.0 0.060
H -0.9953 4.4305 -1.3026 0.0 0.0 0.0 0.085
H -1.8840 2.9265 -1.1058 0.0 0.0 0.0 0.059
H 1.6089 4.4447 -0.3209 0.0 0.0 0.0 0.090
H 2.6293 3.0794 -0.7001 0.0 0.0 0.0 0.038
H 1.2796 3.7465 1.9293 0.0 0.0 0.0 0.047
H 2.9301 3.2772 1.6041 0.0 0.0 0.0 0.074
H 0.9899 1.7175 4.1324 0.0 0.0 0.0 0.078
H -0.0660 0.5679 3.3164 0.0 0.0 0.0 0.060
H -0.3014 3.6281 3.2272 0.0 0.0 0.0 0.064
H -1.3053 2.5043 4.0934 0.0 0.0 0.0 0.074
C 1.2194 1.3918 -4.7479 0.0 0.1 0.1 -0.332
Sb 1.2704 -0.6171 -3.9975 0.2 0.0 -0.1 1.471
C 1.9774 -0.5989 -1.9237 0.0 -0.2 -0.1 -0.592
C 3.0223 0.4331 -1.7523 0.1 -0.1 0.0 -0.483
C 3.6874 0.5859 -0.5173 0.0 0.1 -0.1 -0.101
C 4.7484 1.4593 -0.4111 0.0 0.0 0.0 -0.075
C 5.1249 2.2118 -1.5200 0.0 0.0 0.0 -0.083
C 4.4116 2.0222 -2.6890 0.0 0.0 0.0 -0.140
N 3.4076 1.1538 -2.8172 0.1 0.0 0.0 0.072
Si 2.9241 -2.2526 -1.7579 0.1 0.1 0.0 0.404
C 4.4770 -2.1585 -2.8169 0.0 0.0 0.0 -0.176
C 1.9653 -3.7831 -2.2738 0.0 0.0 0.0 -0.172
C 3.4591 -2.6157 0.0117 0.0 0.0 0.0 -0.169
C -0.9949 -1.0825 -4.0781 -0.1 0.0 0.0 -0.493
C -1.4400 -2.0936 -3.0547 0.0 0.1 -0.2 -0.397
C -2.5820 -2.8735 -3.3109 0.1 0.0 0.0 -0.069
C -2.9652 -3.8745 -2.4522 0.0 -0.1 0.1 -0.031
C -2.2102 -4.1054 -1.3072 0.0 0.0 -0.1 -0.031
C -1.1531 -3.2644 -1.0667 0.0 0.0 0.1 -0.119
N -0.7801 -2.2642 -1.8927 -0.2 0.0 0.0 0.022
Si -0.8599 -2.0295 -5.7786 0.0 0.0 0.1 0.408
C 0.2117 -3.5634 -5.6108 0.0 0.0 -0.1 -0.198
C -0.1248 -0.8940 -7.0910 0.0 0.0 0.0 -0.197
C -2.4317 -2.7599 -6.5413 0.0 0.0 0.0 -0.180
Si -2.3324 0.3254 -4.2029 0.1 -0.1 0.0 0.506
C -3.7055 0.1651 -2.9207 0.0 0.1 0.0 -0.152
C -1.7226 2.0851 -4.0078 0.0 0.0 0.0 -0.186
C -3.2551 0.3610 -5.8511 -0.1 0.0 0.0 -0.187
H 2.2032 1.5347 -5.1893 0.0 0.0 0.0 -0.001
H 1.0622 2.1427 -3.9797 0.0 0.0 0.0 -0.024
H 0.4579 1.4612 -5.5205 0.0 0.0 0.0 -0.019
H 3.3665 0.0088 0.3362 0.0 0.0 0.0 0.067
H 5.2690 1.5643 0.5338 0.0 0.0 0.0 0.113
H 5.9454 2.9150 -1.4827 0.0 0.0 0.0 0.097
H 4.6668 2.5835 -3.5826 0.0 0.0 0.0 0.108
H 4.2382 -2.0116 -3.8728 0.0 0.0 0.0 0.018
H 5.0555 -3.0820 -2.7277 0.0 0.0 0.0 0.033
H 5.1179 -1.3311 -2.5029 0.0 0.0 0.0 0.029
H 1.3651 -3.6669 -3.1733 0.0 0.0 0.0 -0.014
H 1.3153 -4.1327 -1.4718 0.0 0.0 0.0 0.021
H 2.7003 -4.5709 -2.4653 0.0 0.0 0.0 0.043
H 4.3346 -2.0457 0.3243 0.0 0.0 0.0 0.028
H 3.7167 -3.6771 0.0761 0.0 0.0 0.0 0.036
H 2.6498 -2.4237 0.7215 0.0 0.0 0.0 0.020
H -3.1653 -2.6617 -4.1933 0.0 0.0 0.0 0.094
H -3.8447 -4.4696 -2.6655 0.0 0.0 0.0 0.117
H -2.4518 -4.8840 -0.5988 0.0 0.0 0.0 0.112
H -0.5669 -3.3673 -0.1636 0.0 0.0 0.0 0.112
H 1.2686 -3.3501 -5.4623 0.0 0.0 0.0 0.004
H 0.1076 -4.1371 -6.5371 0.0 0.0 0.0 0.039
H -0.1345 -4.2059 -4.7969 0.0 0.0 0.0 0.034
H 0.9534 -0.7736 -6.9800 0.0 0.0 0.0 0.014
H -0.5703 0.1013 -7.1164 0.0 0.0 0.0 0.017
H -0.3069 -1.3572 -8.0646 0.0 0.0 0.0 0.038
H -2.6953 -3.7108 -6.0753 0.0 0.0 0.0 0.033
H -2.1683 -2.9835 -7.5799 0.0 0.0 0.0 0.039
H -3.3126 -2.1252 -6.5609 0.0 0.0 0.0 0.008
H -3.4340 0.7362 -2.0343 0.0 0.0 0.0 0.011
H -3.9698 -0.8383 -2.5925 0.0 0.0 -0.1 0.030
H -4.5979 0.6211 -3.3612 0.0 0.0 0.0 0.042
H -0.9822 2.2102 -3.2211 0.0 0.0 0.0 -0.035
H -2.6067 2.6772 -3.7506 0.0 0.0 0.0 0.046
H -1.3021 2.4963 -4.9248 0.0 0.0 0.0 0.032
H -4.0827 -0.3493 -5.8489 0.0 0.0 0.0 0.026
H -2.6682 0.2015 -6.7549 0.0 0.0 0.0 0.015
H -3.6981 1.3595 -5.9201 0.0 0.0 0.0 0.039
Cl -4.1949 -2.2869 4.6750 0.0 0.0 0.0 0.634
C -2.9000 -2.0262 3.5340 -0.1 0.0 0.0 -0.682
C -1.6443 -2.5661 3.7970 0.1 0.0 0.0 -0.115
C -0.6211 -2.3488 2.8877 -0.1 0.1 0.0 -0.021
C -0.8157 -1.6015 1.7270 0.0 0.0 -0.1 -0.358
O 0.2107 -1.4391 0.8872 0.0 0.0 -0.2 -0.252
C -2.1118 -1.0576 1.4502 -0.1 0.0 0.0 -0.167
C -2.4528 -0.2839 0.3107 0.0 -0.1 0.1 -0.233
O -1.6144 0.1388 -0.6101 -0.2 0.0 -0.2 -0.284
C -3.1372 -1.2950 2.3989 0.0 0.0 0.0 -0.070
H -1.4784 -3.1453 4.6945 0.0 0.0 0.0 0.100
H 0.3669 -2.7554 3.0643 0.0 0.0 0.0 0.120
H -3.4821 0.0538 0.2126 0.0 0.0 0.0 0.116
H -4.1231 -0.8843 2.2208 0.0 0.0 0.0 0.112

110
Properties=species:S:1:pos:R:3:forces:R:3:lowdin_charge:R:1 method="wB97M-V/def2-TZVPD" homo_ev="-8.72 / -8.73" de_lowest_kcal_mol=52.0 orbital_gap_ev="8.58 / 8.60" max_force_ha_per_bohr=0.0216 e_lumo_ev="-0.132 / -0.130" charge=0 spin_multiplicity=6
Dy 0.5507 -0.5152 0.9491 -0.4 0.4 1.0 1.595
N 1.2339 1.1121 2.8261 -0.1 0.2 -0.1 -0.065
C 0.6399 2.0354 3.8183 0.0 -0.2 0.2 -0.207
C -0.7476 2.5447 3.4384 0.0 0.0 -0.1 -0.229
N -1.8198 1.8633 4.1463 0.0 0.0 0.1 -0.063
C -2.4848 0.7554 3.4802 0.0 0.0 -0.1 -0.232
C -1.9410 -0.6092 3.8858 0.2 0.0 0.2 -0.208
N -1.0238 -1.2013 2.8883 -0.2 0.0 -0.1 -0.061
H 1.8938 0.4986 3.2962 0.0 -0.1 -0.1 0.075
H 1.7839 1.6660 2.1772 0.0 0.0 0.1 0.041
H 1.3196 2.8733 3.9934 0.0 0.0 0.0 0.112
H 0.5428 1.4991 4.7617 0.0 0.0 0.0 0.116
H -0.8798 2.4645 2.3490 0.0 0.0 0.0 0.097
H -0.8048 3.6071 3.6793 0.0 0.0 0.0 0.115
H -2.4888 2.5207 4.5082 0.0 0.0 -0.1 0.097
H -2.4183 0.8591 2.3869 0.0 0.0 0.0 0.097
H -3.5457 0.7949 3.7308 0.0 0.0 0.0 0.114
H -2.7613 -1.3020 4.0902 0.0 0.0 0.0 0.113
H -1.3912 -0.4807 4.8177 0.0 0.0 0.0 0.116
H -1.5795 -1.7893 2.2763 0.0 0.0 0.0 0.040
H -0.3788 -1.8298 3.3609 0.1 0.0 -0.1 0.079
C 0.9365 1.9855 -3.9796 0.0 0.0 0.0 -0.002
C 1.3815 1.6897 -2.5872 -0.1 0.0 0.0 -0.249
C 2.6831 1.7838 -2.1673 0.1 0.0 -0.1 0.017
C 2.6971 1.3844 -0.8380 -0.1 0.1 0.0 -0.229
N 1.4397 1.1240 -0.4366 0.1 0.5 -0.5 -0.036
N 0.6138 1.3003 -1.5436 0.1 -0.1 -0.1 0.056
B -0.9302 0.9768 -1.7898 0.0 0.0 0.2 -0.446
N -1.3692 -0.5324 -1.5027 0.1 0.0 0.0 0.056
N -1.1182 -1.3762 -0.4292 -0.3 -0.1 -0.5 -0.032
C -1.4738 -2.6138 -0.8118 -0.1 0.0 0.1 -0.228
C -2.0151 -2.5658 -2.0904 0.0 0.0 -0.1 0.020
C -1.9141 -1.2601 -2.5015 -0.1 0.0 0.0 -0.250
C -2.3854 -0.7488 -3.8206 0.0 0.0 0.0 -0.009
C -1.2808 -3.9414 -0.0918 0.0 0.0 0.0 -0.514
C -0.6664 -3.8692 1.3046 -0.1 0.1 -0.1 -0.036
C -0.3447 -4.7958 -0.9658 0.0 0.0 0.0 -0.017
C -2.6420 -4.6431 0.0196 0.0 0.0 0.0 -0.040
N -1.9561 2.0507 -1.3738 0.0 0.0 -0.1 0.013
N -2.3909 2.3668 -0.1119 0.0 0.0 0.0 0.146
C -3.3435 3.2828 -0.2715 0.0 0.0 0.0 -0.262
C -3.5374 3.5646 -1.6317 0.0 0.0 0.0 -0.002
C -2.6469 2.7781 -2.3037 0.0 0.0 0.0 -0.260
C -2.4816 2.8037 -3.7916 0.0 0.0 0.0 -0.021
C -4.1586 3.9804 0.7976 0.0 -0.1 0.0 -0.552
C -5.6432 3.6602 0.5724 0.0 0.0 0.0 -0.045
C -3.7743 3.5458 2.1970 0.0 0.0 0.0 -0.062
C -3.9416 5.4952 0.6758 0.0 0.0 0.0 -0.046
C 4.0159 1.2540 -0.0877 0.0 0.0 0.0 -0.515
C 4.6756 2.6398 -0.0312 0.0 0.0 0.0 -0.038
C 4.9162 0.3025 -0.8968 0.0 0.0 0.0 -0.020
C 3.9347 0.6969 1.3313 -0.1 0.1 -0.1 -0.039
H 1.8151 2.2547 -4.5635 0.0 0.0 0.0 0.088
H 0.2446 2.8220 -4.0060 0.0 0.0 0.0 0.065
H 0.4627 1.1272 -4.4527 0.0 0.0 0.0 0.086
H 3.5209 2.0645 -2.7817 0.0 0.0 0.0 0.120
H -0.9801 1.0188 -2.9667 0.0 0.0 0.0 0.073
H -2.3982 -3.3829 -2.6773 0.0 0.0 0.0 0.120
H -2.7865 -1.5874 -4.3871 0.0 0.0 0.0 0.088
H -1.5829 -0.2979 -4.4020 0.0 0.0 0.0 0.077
H -3.1793 -0.0130 -3.6939 0.0 0.0 0.0 0.086
H 0.1246 -3.1240 1.3776 0.1 -0.1 0.0 0.037
H -0.2072 -4.8268 1.5520 0.0 0.0 0.0 0.107
H -1.4198 -3.6760 2.0686 0.0 0.0 0.0 0.081
H 0.6577 -4.3651 -0.9958 0.0 0.0 0.0 0.081
H -0.7069 -4.8743 -1.9901 0.0 0.0 0.0 0.086
H -0.2721 -5.8016 -0.5471 0.0 0.0 0.0 0.093
H -3.3546 -4.0267 0.5716 0.0 0.0 0.0 0.091
H -2.5241 -5.5911 0.5488 0.0 0.0 0.0 0.091
H -3.0668 -4.8544 -0.9616 0.0 0.0 0.0 0.081
H -4.2302 4.2586 -2.0778 0.0 0.0 0.0 0.112
H -3.3308 3.3457 -4.2061 0.0 0.0 0.0 0.085
H -2.4510 1.8215 -4.2536 0.0 0.0 0.0 0.051
H -1.5842 3.3393 -4.0943 0.0 0.0 0.0 0.066
H -5.8180 2.5844 0.6354 0.0 0.0 0.0 0.090
H -5.9832 3.9996 -0.4065 0.0 0.0 0.0 0.077
H -6.2518 4.1539 1.3341 0.0 0.0 0.0 0.084
H -3.9257 2.4765 2.3145 0.0 0.0 0.0 0.063
H -4.3942 4.0680 2.9307 0.0 0.0 0.0 0.094
H -2.7317 3.7816 2.3951 0.0 0.0 0.0 0.064
H -4.2668 5.8716 -0.2946 0.0 0.0 0.0 0.077
H -2.8853 5.7433 0.7966 0.0 0.0 0.0 0.090
H -4.5092 6.0172 1.4501 0.0 0.0 0.0 0.084
H 4.8785 3.0274 -1.0296 0.0 0.0 0.0 0.083
H 5.6231 2.5749 0.5081 0.0 0.0 0.0 0.091
H 4.0336 3.3562 0.4856 0.0 0.0 0.0 0.090
H 5.0115 0.6103 -1.9369 0.0 0.0 0.0 0.084
H 4.5210 -0.7147 -0.8801 0.0 0.0 0.0 0.081
H 5.9135 0.2854 -0.4526 0.0 0.0 0.0 0.093
H 3.7061 1.4741 2.0612 0.0 0.0 0.0 0.079
H 4.9031 0.2799 1.6104 0.0 0.0 0.0 0.104
H 3.2120 -0.1139 1.4201 0.1 -0.1 0.0 0.041
O 2.9474 -3.3696 3.1402 0.0 0.0 0.0 0.080
C 2.6018 -2.7378 2.1635 0.0 0.0 0.0 -0.568
O 1.8043 -1.6996 2.2239 0.4 -0.5 0.3 -0.263
C 3.1049 -3.1442 0.7939 0.0 0.0 0.0 -0.039
C 4.0853 -4.1127 0.7578 0.1 0.0 0.0 0.081
C 4.6024 -4.5418 -0.4550 0.0 0.0 0.0 -0.128
C 4.1486 -4.0305 -1.6500 0.0 0.0 -0.1 0.082
C 3.1562 -3.0711 -1.6342 0.2 0.2 0.0 -0.066
C 2.5995 -2.5828 -0.4178 0.0 0.0 0.0 -0.290
O 1.6842 -1.6828 -0.4100 0.4 -0.4 -0.3 -0.206
N 2.7160 -2.5670 -2.9459 -0.5 -0.7 0.0 -0.331
O 1.7306 -1.8597 -3.0079 0.1 0.3 0.0 0.090
O 3.3065 -2.9901 -3.9261 0.2 0.3 0.0 0.063
N 5.6528 -5.5631 -0.4740 -0.2 -0.2 0.0 -0.359
O 6.0536 -5.9432 -1.5575 0.1 0.1 0.0 0.072
O 6.0387 -5.9940 0.5947 0.1 0.1 0.0 0.078
H 4.4440 -4.5314 1.6873 0.0 0.0 0.0 0.135
H 4.5564 -4.3717 -2.5890 0.0 0.0 0.0 0.132